Here is a single C2H4NOP molecule in a non-equilibrium geometry from the Open Molecules 2025 dataset. Energies are from ωB97M-V with the def2-TZVPD basis set.

Atoms and positions in Å:
N (-2.624, -0.582, 0.136)
C (-1.797, 0.130, -0.225)
C (-0.463, 0.640, -0.441)
P (0.687, -0.954, -0.358)
O (2.098, -0.266, 0.097)
H (-0.361, 1.066, -1.517)
H (-0.049, 1.342, 0.394)
H (0.287, -1.229, 0.859)
H (2.222, -0.148, 1.055)

Gap between HOMO and LUMO   10.2 eV
SMILES string   N#CCPO
M   89.03 g/mol
Max |F|   0.05688 hartree/bohr



Here is a single C2H4NP molecule in a non-equilibrium geometry from the Open Molecules 2025 dataset. Energies are from ωB97M-V with the def2-TZVPD basis set.

Atoms and positions in Å:
C (1.095, -0.153, 0.354)
C (-0.392, -0.366, 0.082)
P (-1.916, 0.506, 0.089)
N (-1.227, -1.145, -0.431)
H (1.402, -0.830, 1.091)
H (1.185, 0.917, 0.509)
H (1.700, -0.453, -0.438)
H (-1.846, 1.524, -1.256)

Gap between HOMO and LUMO   10.3 eV
SMILES string   CC1=[PH]=N1
M   73.03 g/mol
Max |F|   0.05200 hartree/bohr



Here is a single C2H4NP molecule in a non-equilibrium geometry from the Open Molecules 2025 dataset. Energies are from ωB97M-V with the def2-TZVPD basis set.

Atoms and positions in Å:
P (0.617, -0.327, 1.308)
C (-0.493, 0.047, -0.066)
C (-0.223, -0.330, -1.381)
N (-1.010, -1.190, -0.967)
H (-0.017, 0.573, 2.152)
H (1.617, 0.444, 0.925)
H (-1.115, 0.976, 0.103)
H (0.625, -0.194, -2.074)

Gap between HOMO and LUMO   10.4 eV
SMILES string   P[C@H]1C=N1
M   73.03 g/mol
Max |F|   0.06306 hartree/bohr



Number 1: total energy -14964.2294 eV. Number 2: total energy -12915.1819 eV. Number 3: total energy -12914.2983 eV.